[1]
Here is a gas-phase ion, C9H12N3O (charge +1) at a distorted geometry from the Open Molecules 2025 dataset. Energies are from the ωB97M-V functional and the def2-TZVPD basis.

Summary:
HOMO energy (spin up / spin down): -13.82 / -13.82 eV
total charge: +1
gap between HOMO and LUMO (spin up / spin down): 8.48 / 8.48 eV
SMILES: NC(=O)C1=CC[N+]2=C1[C@@H]1CCN2C1

Last column: Mulliken charge in e.
CARTESIAN COORDINATES (ANGSTROEM)
N (-3.5907, 0.0214, -0.7196)  -0.398
C (-2.7095, -0.3276, 0.2808)  0.262
O (-2.9960, -1.0663, 1.1906)  -0.555
C (-1.4506, 0.4792, 0.0447)  0.318
C (-1.2392, 1.8086, 0.1917)  -0.320
C (0.1846, 2.1939, 0.0738)  -0.689
N (0.7644, 0.9728, -0.2579)  0.321
C (-0.2268, -0.1884, -0.1907)  0.205
C (0.5749, -1.4238, -0.3627)  0.012
C (1.3571, -1.5358, 0.9409)  -0.671
C (2.3205, -0.2778, 0.8434)  -0.593
N (2.0184, 0.3773, -0.5223)  -0.492
C (1.6410, -0.8154, -1.3183)  -0.708
H (-3.3649, 0.6813, -1.4331)  0.226
H (-4.3851, -0.6300, -0.7546)  0.271
H (-1.9657, 2.4486, 0.5515)  0.565
H (0.4376, 3.0035, -0.6176)  0.361
H (0.7543, 2.4150, 0.9555)  0.355
H (-0.1256, -2.3258, -0.4854)  0.382
H (1.9496, -2.3770, 0.8648)  0.455
H (0.8927, -1.5218, 1.9872)  0.316
H (2.1184, 0.4433, 1.5882)  0.243
H (3.3386, -0.5381, 0.8440)  0.409
H (2.5772, -1.2984, -1.4841)  0.395
H (1.1248, -0.5187, -2.2105)  0.332

=====

[2]
Here is a gas-phase ion, C9H12N3S (charge +1) at a distorted geometry from the Open Molecules 2025 dataset. Energies are from the ωB97M-V functional and the def2-TZVPD basis.

Summary:
2S+1: 3
HOMO energy (spin up / spin down): -9.42 / -13.02 eV
total charge: +1
gap between HOMO and LUMO (spin up / spin down): 6.13 / 8.31 eV

Last column: Löwdin spin population.
CARTESIAN COORDINATES (ANGSTROEM)
C (-1.7831, -2.4884, -0.9102)  0.006
C (-2.1998, -1.2015, -1.2822)  -0.001
C (-0.6042, -2.5756, -0.1931)  0.002
C (-1.4685, -0.0071, -1.0269)  0.006
C (0.2510, -1.5138, -0.0824)  0.009
C (-0.1733, -0.2063, -0.5189)  0.002
C (1.6356, 0.8566, 1.8331)  0.546
C (-0.6001, -0.5450, 3.1832)  0.738
C (0.7903, 0.9639, -0.5396)  0.075
N (1.5282, 1.3207, 0.4996)  0.063
N (0.9141, 1.6210, -1.6707)  0.089
N (1.7186, 2.8122, -1.6668)  0.013
S (0.9918, 0.0033, 3.1027)  0.356
H (-2.4739, -3.2870, -0.9418)  0.000
H (-3.2576, -1.1258, -1.7058)  0.000
H (-0.2984, -3.5760, -0.0271)  0.000
H (-1.9947, 0.9202, -0.9086)  0.000
H (1.2924, -1.7934, 0.1110)  0.000
H (2.7335, 0.9668, 2.0514)  0.012
H (-0.8650, -1.0238, 4.1005)  0.037
H (-1.4827, -0.4175, 2.5248)  0.035
H (0.3394, 1.2946, -2.4947)  0.002
H (1.8041, 3.2804, -2.6012)  0.000
H (2.0061, 2.2574, 0.2186)  0.005
H (1.1960, 3.4643, -1.0551)  0.003

=====

[3]
Here is a single C9H12N4O molecule at a distorted geometry from the Open Molecules 2025 dataset. Energies are from the ωB97M-V functional and the def2-TZVPD basis.

Summary:
HOMO energy: -8.17 eV
total charge: 0
gap between HOMO and LUMO: 8.92 eV
SMILES: Cc1cc(NCCO)n2nccc2n1

Last column: Mulliken charge in e.
CARTESIAN COORDINATES (ANGSTROEM)
C (1.4845, -3.6181, 0.2901)  -1.215
C (0.7049, -2.3440, 0.4471)  0.965
C (0.6218, -1.5175, -0.7616)  -0.783
C (-0.1000, -0.3396, -0.7086)  0.907
N (-0.2427, 0.4440, -1.8184)  -0.208
C (-0.5453, 1.8747, -1.8331)  -0.750
C (0.5296, 2.8398, -1.1664)  -0.427
O (0.9339, 2.6073, 0.1823)  -0.560
N (-0.6693, 0.0011, 0.4861)  0.781
N (-1.2907, 1.1677, 0.7763)  -1.322
C (-1.6903, 1.0113, 2.0820)  -0.331
C (-1.1810, -0.1613, 2.7121)  -0.797
C (-0.5328, -0.8137, 1.6226)  0.442
N (0.0452, -2.0616, 1.5204)  -0.693
H (0.8079, -4.2760, -0.3638)  0.282
H (2.4611, -3.4291, -0.1730)  0.332
H (1.5486, -4.2537, 1.2266)  0.328
H (1.0281, -1.9006, -1.7394)  0.245
H (0.4773, 0.2633, -2.5150)  0.284
H (-1.5300, 2.0358, -1.3269)  0.327
H (-0.6589, 2.1665, -2.9106)  0.358
H (1.3899, 2.8983, -1.8280)  0.408
H (-0.0530, 3.7784, -1.1749)  0.265
H (0.0210, 2.3491, 0.5675)  0.406
H (-2.2432, 1.7932, 2.6552)  0.366
H (-1.3166, -0.5155, 3.7512)  0.391

=====

[4]
Here is 2 unconnected molecules or ions with the total composition C9H12N4O2 at a distorted geometry from the Open Molecules 2025 dataset. Energies are from the ωB97M-V functional and the def2-TZVPD basis.

Summary:
HOMO energy (spin up / spin down): -15.91 / -15.92 eV
total charge: +2
gap between HOMO and LUMO (spin up / spin down): 6.94 / 6.94 eV

Last column: Mulliken charge in e.
CARTESIAN COORDINATES (ANGSTROEM)
C (0.2023, -1.0199, 3.1654)  -0.749
C (0.8590, -1.3163, 2.0270)  -0.556
C (-0.9744, -0.2058, 3.0866)  -0.444
C (-0.8377, -0.2622, 0.6490)  0.096
C (0.3060, -1.0408, 0.7301)  0.528
C (-1.3417, 0.2640, 1.8093)  -0.366
C (0.6177, 1.0780, -2.8580)  -0.452
C (0.8800, -1.2961, -0.4767)  -0.821
C (-0.1571, 1.2721, -1.7730)  0.562
N (0.5081, 0.2360, -3.8654)  -0.284
N (-2.4617, 1.1517, 1.8504)  1.043
N (2.2818, -1.7193, -0.6556)  -0.163
N (-1.0558, 1.9944, -1.3036)  -0.110
O (-3.1919, 1.1533, 2.7587)  -0.524
O (-2.7044, 1.7569, 0.8070)  -0.717
H (0.7199, -1.3383, 4.0527)  0.424
H (1.8502, -1.8060, 2.3441)  0.201
H (-1.5021, 0.1805, 3.9117)  0.553
H (-1.3434, -0.1571, -0.3856)  1.185
H (1.5882, 1.4640, -2.7000)  0.413
H (1.1937, 0.1384, -4.5604)  0.256
H (2.7101, -2.5126, -0.1981)  0.363
H (2.8851, -0.9061, -0.4582)  0.404
H (2.4163, -1.9678, -1.6365)  0.396
H (-1.3716, 2.7737, -1.8166)  0.280
H (-0.4667, 0.1264, -4.1022)  0.254
H (-1.6096, 1.9589, -0.4021)  0.229

=====

ΔE to the lowest compared entry with this formula, charge and spin (computed, kcal per mole): 95.4, 25.7, 26.9, 43.4